# 1
33
Properties=species:S:1:pos:R:3 method="wB97M-V/def2-TZVPD" relative_energy_kj_mol=167.2 total_charge=0 homo_ev=-8.7
F -4.67080 3.62468 1.82804
C -4.50833 4.32639 2.99262
F -4.30999 5.63210 2.64846
F -5.69985 4.25885 3.67383
C -3.39704 3.77201 3.82834
C -2.51999 4.63424 4.48185
C -1.48495 4.10032 5.21997
C -1.31198 2.68889 5.37643
C -0.21213 2.24614 6.16995
C 0.45967 0.99356 6.19785
C 1.54868 0.85576 7.11944
C 2.11806 -0.37611 7.37600
C 1.63689 -1.52326 6.72635
C 0.64114 -1.39983 5.74355
C 0.13253 -0.14810 5.39883
C -2.29163 1.84923 4.76813
C -3.27404 2.38949 3.94747
H -2.64240 5.70881 4.37409
H -0.77637 4.77047 5.71629
H 0.24180 3.02586 6.78851
H 1.89355 1.75067 7.64725
H 2.94933 -0.45452 8.08014
H 2.07594 -2.49670 6.94859
H 0.27922 -2.29639 5.23395
H -0.52815 -0.02425 4.53941
H -2.30362 0.78075 4.99558
H -3.94531 1.75049 3.38019
H -1.56310 1.72655 7.94485
B -2.22322 1.34574 8.93604
H -1.69078 0.37163 9.42982
H -2.31949 2.26621 9.72853
C -3.67095 0.93690 8.48187
N -4.75491 0.64333 8.15692

---

# 2
49
Properties=species:S:1:pos:R:3 method="wB97M-V/def2-TZVPD" relative_energy_kj_mol=31.8 total_charge=-1 homo_ev=-5.2
Ca 0.79175 0.75413 -0.59544
F 0.42555 5.49680 -1.91524
C 1.08779 5.51485 -0.76116
F 2.26432 6.10483 -0.94942
F 0.38704 6.21813 0.12422
S 1.31419 3.78094 -0.18114
O -0.01535 3.25068 0.03793
O 2.10609 3.11959 -1.18636
N 2.09961 4.08622 1.16309
S 2.18644 2.85884 2.16075
O 1.98615 1.57964 1.50426
O 3.28253 3.01370 3.05845
C 0.68818 3.02416 3.25948
F 0.93124 2.41616 4.42119
F -0.39388 2.46898 2.72317
F 0.42847 4.31023 3.50499
S 2.10871 -1.69797 0.29430
C 0.75361 -1.67554 1.37210
C 0.51657 -2.70141 2.31195
C -0.58233 -2.64342 3.12989
C -1.45794 -1.56025 3.03149
C -1.16863 -0.59470 2.09359
N -0.11054 -0.64223 1.27879
H 1.22302 -3.51855 2.36339
H -0.77139 -3.43148 3.84938
H -2.32972 -1.47418 3.66444
H -1.81332 0.27020 1.97575
N 0.81135 -4.68678 -0.75248
C -0.54156 -4.73024 -0.78560
O -1.18421 -5.76640 -0.70333
C -1.21525 -3.40159 -0.94519
C -2.51492 -3.24310 -0.48695
C -3.11225 -1.99639 -0.57417
C -2.36489 -0.94498 -1.08125
N -1.11987 -1.08604 -1.52826
C -0.57430 -2.29775 -1.49754
H 1.27480 -5.55366 -0.53626
H 1.30119 -3.82099 -0.52304
H -3.02555 -4.09964 -0.06596
H -4.12408 -1.83542 -0.22797
H -2.76488 0.06320 -1.12807
H 0.42038 -2.37116 -1.91737
C 0.32703 1.10938 -4.79856
C 0.46811 1.01342 -3.29161
O -0.34474 1.63564 -2.56031
O 1.41152 0.30620 -2.83641
H 0.26310 0.10591 -5.21957
H 1.22226 1.58179 -5.20453
H -0.55136 1.69023 -5.06944

---

# 3
36
Properties=species:S:1:pos:R:3 method="wB97M-V/def2-TZVPD" relative_energy_kj_mol=0.9 total_charge=0 homo_ev="-8.2 / -8.7" spin_multiplicity=2
Ce 5.49106 5.81522 17.53471
O 4.19322 3.84097 18.14307
C 4.09788 3.59136 19.56361
C 4.15783 4.89775 20.37388
N 5.31691 5.77535 20.13604
C 6.60834 5.37804 20.65277
C 7.81653 5.76752 19.67046
O 8.91131 6.00785 20.08958
O 7.46767 5.78551 18.36444
C 5.02608 7.15098 20.62354
C 4.32901 8.03709 19.55871
O 3.95906 9.13076 19.86917
O 4.28477 7.45864 18.33719
H 4.06235 3.00160 17.61792
H 4.86678 2.86093 19.87322
H 3.09767 3.20343 19.72476
H 4.13299 4.67845 21.45680
H 3.27814 5.51829 20.12607
H 6.62941 4.30596 20.88277
H 6.83529 5.88481 21.61947
H 5.96989 7.66013 20.88598
H 4.35701 7.16352 21.47746
N 5.30554 5.66169 7.35089
C 5.40907 5.73440 8.52201
C 5.45628 5.79986 9.91541
C 6.68607 5.64066 10.58985
C 6.69029 5.60656 11.96617
C 5.49135 5.75216 12.68511
C 4.24572 5.89764 11.99436
C 4.22970 5.94865 10.60684
C 5.51409 5.70159 14.06745
C 5.44960 5.72170 15.32045
H 7.60786 5.59514 10.02993
H 7.60852 5.48157 12.49422
H 3.32484 6.00961 12.55854
H 3.31502 6.12247 10.03500

---

# 4
42
Properties=species:S:1:pos:R:3 method="wB97M-V/def2-TZVPD" relative_energy_kj_mol=83.9 total_charge=0 homo_ev="-7.1 / -8.9" spin_multiplicity=4
Ti -0.44592 0.59606 -0.48284
C -3.26017 -0.22215 2.89857
C -2.68913 0.42864 3.98551
C -1.46948 1.05418 3.82491
C -0.84703 1.02395 2.58345
N -1.39783 0.38821 1.53892
C -2.57758 -0.22114 1.70140
C 0.42488 1.72104 2.31121
C 1.37808 2.02921 3.28278
C 2.53714 2.70214 2.92653
C 2.76950 3.09201 1.61241
C 1.83824 2.80078 0.61964
C 0.75052 2.06259 1.01073
H -4.21919 -0.71385 2.97075
H -3.19664 0.46099 4.93997
H -1.01857 1.60618 4.63657
H -2.98378 -0.72602 0.83408
H 1.21883 1.72546 4.30993
H 3.26894 2.93319 3.68891
H 3.67788 3.61750 1.35004
H 1.99632 3.08667 -0.41106
N -1.24151 -0.81661 -2.17956
N -0.56409 -2.02975 -2.37248
C 0.14781 -2.56392 -1.36354
N 0.91755 -3.60934 -1.66052
S -0.01401 -1.99739 0.21906
H -2.24788 -0.96463 -2.18075
H -1.01595 -0.18384 -2.94263
H -0.36666 -2.28932 -3.32651
H 1.13342 -3.83854 -2.61782
H 1.62467 -3.85067 -0.98113
O -1.46765 1.69600 -1.62123
N -1.26957 2.53020 -0.56238
C -2.41881 2.87650 0.08225
C -2.30687 3.62606 1.27411
N -2.21575 4.23857 2.24851
C -3.66822 2.35127 -0.32932
N -4.69005 1.91605 -0.64606
Cl 4.87687 0.87209 -0.46280
Ge 3.16441 -0.37721 0.25649
Cl 3.80653 -2.33179 -0.70107
Cl 1.67122 0.33645 -1.76644

---

# 5
44
Properties=species:S:1:pos:R:3 method="wB97M-V/def2-TZVPD" relative_energy_kj_mol=0.0 total_charge=+1 homo_ev="-12.3 / -12.6" spin_multiplicity=2
Ru -0.98302 0.36660 -0.07880
N -3.05713 -0.07969 -0.38208
C -3.77103 1.21045 -0.58098
C -3.27982 2.19691 0.45307
N -1.80420 2.29761 0.31764
H -3.19424 -0.65955 -1.20578
H -3.46649 -0.59113 0.39439
H -4.85122 1.07962 -0.51785
H -3.52003 1.56207 -1.58135
H -3.50370 1.85194 1.46338
H -3.75756 3.16672 0.31169
H -1.40692 2.79293 1.10945
H -1.57734 2.83680 -0.51685
C 2.25435 1.23709 1.91406
C 2.01327 1.47467 0.46854
N 0.91725 1.21954 -0.22952
C 1.14137 1.64646 -1.52594
C 2.39819 2.16109 -1.60893
N 2.91962 2.04084 -0.34994
C 3.24057 2.78849 -2.67297
O 2.71623 2.89532 -3.87062
O 4.34621 3.15627 -2.37157
C 0.05561 1.52227 -2.53287
O 0.22171 1.90415 -3.67978
O -1.03726 1.00776 -2.06032
H 1.35077 0.87878 2.39835
H 2.56826 2.16184 2.39842
H 3.03762 0.49343 2.06041
H 3.85229 2.36037 -0.12129
H 1.79347 2.52618 -3.91460
F 1.26466 -6.06165 2.73005
C 0.90646 -5.09874 1.90588
C 1.41287 -3.81733 2.08009
F 2.26437 -3.56575 3.06456
C 1.02731 -2.81641 1.21350
F 1.55468 -1.59583 1.37850
C 0.14199 -3.05082 0.16725
Se -0.34935 -1.73146 -1.08507
C -0.33875 -4.34994 0.00554
F -1.18523 -4.62639 -0.98055
C 0.02824 -5.36817 0.86483
F -0.45256 -6.59043 0.70580
O -0.94128 -0.59835 2.77029
C -0.95027 -0.23457 1.69195

---

# 6
36
Properties=species:S:1:pos:R:3 method="wB97M-V/def2-TZVPD" relative_energy_kj_mol=456.3 total_charge=0 homo_ev=-9.0 smiles="C=COc1ccc(F)c(C(=O)NNS(=O)(=O)c2ccccc2)c1"
C -0.45388 -0.09203 -4.12062
C -0.54319 -0.92902 -2.94843
O 0.45083 -1.47518 -2.18218
C 1.41555 -0.60145 -1.74374
C 2.82215 -0.91854 -2.02488
C 3.81320 -0.20980 -1.29686
C 3.47302 0.94018 -0.58281
F 4.54278 1.70702 -0.13333
C 2.12845 1.43280 -0.51736
C 1.74776 2.71850 0.22304
O 2.50242 3.70570 0.25749
N 0.64181 2.81429 1.04692
N 0.19417 1.66377 1.85490
S -1.55889 1.55979 2.01326
O -1.95682 1.97499 3.32898
O -2.13418 2.36220 0.93391
C -1.99578 -0.25468 1.75856
C -3.16010 -0.73923 2.41492
C -3.43484 -2.14028 2.41271
C -2.51455 -2.99908 1.75436
C -1.39921 -2.45384 1.06353
C -1.01876 -1.09165 1.20794
C 1.18226 0.61149 -1.04873
H -1.36436 0.17455 -4.54771
H 0.45047 0.37890 -4.50283
H -1.53124 -1.52828 -2.95106
H 3.04580 -1.85986 -2.51922
H 4.86495 -0.62379 -1.30662
H 0.53097 3.76321 1.34289
H 0.63031 1.52743 2.85297
H -3.75493 0.00167 2.99851
H -4.18508 -2.53953 2.98169
H -2.73894 -4.01509 1.74748
H -0.75349 -3.12580 0.44660
H -0.13134 -0.76169 0.66618
H 0.19272 1.02232 -0.88045

---

# 7
36
Properties=species:S:1:pos:R:3 method="wB97M-V/def2-TZVPD" total_charge=+2 homo_ev="-14.2 / -15.9" spin_multiplicity=5
Pt 1.13720 -1.75553 -0.01381
O 3.63990 -4.91767 -0.58769
C 3.10719 -3.83215 -0.48389
O 2.13043 -3.60210 0.30117
C 3.45651 -2.51119 -1.34546
C 4.71571 -2.21604 -1.80537
C 5.14204 -0.91138 -1.97051
C 4.13423 0.05804 -2.11651
C 2.86392 -0.24247 -1.61626
N 2.55209 -1.49237 -1.28639
C 1.72721 0.67846 -1.23044
O 1.70005 1.90331 -1.50400
O 0.67966 0.13549 -0.64897
H 5.36891 -3.05297 -1.84971
H 6.18525 -0.69626 -2.02564
H 4.19954 1.02754 -2.58689
C -3.64238 4.02902 -0.27716
C -3.06100 2.71701 0.19396
C -2.82737 1.56576 -0.61261
C -2.19058 0.45756 -0.14365
C -1.88159 0.35918 1.18241
C -2.21156 1.34713 2.06733
C -2.76731 2.57075 1.56422
S -1.02571 -1.02804 2.11108
C -2.49662 -1.77248 2.80967
O -0.59932 -2.12891 1.04234
H -4.42602 4.44302 0.38466
H -4.18640 3.81943 -1.19885
H -2.91134 4.84242 -0.44368
H -3.18410 1.62659 -1.60838
H -1.90695 -0.37697 -0.77896
H -2.10365 1.28905 3.13021
H -2.99006 3.42915 2.26300
H -3.07754 -2.47270 2.15112
H -3.12512 -0.97069 3.26046
H -2.12523 -2.31899 3.67323

---

# 8
38
Properties=species:S:1:pos:R:3 method="wB97M-V/def2-TZVPD" relative_energy_kj_mol=0.0 total_charge=0 homo_ev=-8.4 smiles="CS(=O)(=O)c1ccc(S(=O)(=O)n2cc(CC(=O)O)c3sccc32)cc1"
C 5.68343 -0.52374 -1.82293
S 4.34585 0.61758 -2.11038
O 4.69504 1.91539 -1.49553
O 3.90829 0.53583 -3.55345
C 3.02081 -0.10093 -1.04054
C 2.97761 -0.01540 0.32156
C 1.88863 -0.50249 0.99774
C 0.96246 -1.28419 0.37242
S -0.44458 -1.97759 1.27399
O -0.72656 -3.37112 0.89025
O -0.08656 -2.01276 2.70645
N -1.72206 -0.83776 0.97511
C -1.68821 0.57158 1.12354
C -2.98581 1.06307 0.86841
C -3.38889 2.49478 0.90593
C -2.12477 3.50037 0.74944
O -2.27149 4.48641 -0.01145
O -0.94925 3.30302 1.51776
C -3.77661 0.02277 0.53132
S -5.46184 -0.31304 0.22042
C -5.22313 -2.05983 0.23968
C -3.81162 -2.32651 0.39980
C -3.06147 -1.08348 0.64697
C 0.99814 -1.35527 -1.09165
C 2.04233 -0.76892 -1.74736
H 5.98470 -0.46102 -0.79600
H 5.16596 -1.43047 -2.14254
H 6.61562 -0.35435 -2.38289
H 3.66673 0.67956 0.75930
H 1.73650 -0.18011 1.97694
H -0.84894 1.08487 1.40004
H -4.12431 2.77037 0.08168
H -3.81068 2.64884 1.86796
H -0.32557 3.99157 1.29974
H -5.89981 -2.83230 0.17984
H -3.26389 -3.25643 0.32441
H 0.17349 -1.83810 -1.57682
H 2.13045 -0.80020 -2.85914

---

# 9
49
Properties=species:S:1:pos:R:3 method="wB97M-V/def2-TZVPD" relative_energy_kj_mol=106.3 total_charge=-2 homo_ev="-1.5 / -1.4" spin_multiplicity=2
V 0.93267 0.51587 0.23122
O -1.70691 0.52101 -2.78988
As -2.04272 -0.15492 -1.13409
O -2.81506 -1.52145 -1.55537
O 0.15976 -1.01619 -0.68854
C 0.62233 -1.42868 -1.87178
C 0.40269 -2.73842 -2.29652
C 0.88800 -3.15530 -3.52173
C 1.59606 -2.28777 -4.35394
C 1.80416 -0.98021 -3.95523
C 1.30516 -0.55309 -2.73184
S 1.70546 1.06152 -2.14243
O 0.52183 1.68560 -1.45373
O 2.16862 1.82846 -3.26587
O 2.71700 0.78995 -1.08594
H -1.17485 1.31843 -2.67397
H -0.14284 -3.39405 -1.63136
H 0.72308 -4.18030 -3.83268
H 1.98797 -2.63404 -5.30208
H 2.34694 -0.27305 -4.56799
S 2.09431 2.00968 4.45871
Sb 0.82241 0.26858 3.69544
S 2.07120 -0.58274 1.73166
S -0.62755 1.02318 1.78648
C 1.58424 4.51786 2.16216
Sb 2.11707 2.82974 0.95812
C 2.50562 4.09457 -0.73605
C 4.16048 2.60730 1.52688
H 2.19508 5.36493 1.84275
H 1.76103 4.28173 3.20657
H 0.52797 4.74410 2.01306
H 3.29990 4.79672 -0.47719
H 1.59857 4.64678 -0.98678
H 2.80140 3.51232 -1.60511
H 4.65195 3.58062 1.48064
H 4.61879 1.91451 0.82191
H 4.19431 2.20426 2.53476
F -7.02123 -3.70580 2.52257
C -5.73460 -3.33596 2.33868
C -4.71055 -4.23942 2.53544
F -5.01174 -5.50683 2.89478
C -3.39823 -3.83939 2.38182
F -2.45430 -4.77157 2.59538
C -3.02918 -2.53577 2.03132
Se -1.21282 -2.01858 1.88229
C -4.09749 -1.66846 1.81490
F -3.87276 -0.39119 1.46600
C -5.41821 -2.04691 1.96810
F -6.41502 -1.15765 1.77845

---

# 10
42
Properties=species:S:1:pos:R:3 method="wB97M-V/def2-TZVPD" total_charge=-1 homo_ev="-4.2 / -4.2" spin_multiplicity=2
Mn 0.19014 0.43215 0.65043
O 0.89497 3.85945 0.46768
As 0.49994 3.08977 -1.06937
O 1.30548 3.93507 -2.21108
O 0.74314 1.42867 -0.93199
C -1.41221 3.25382 -1.39878
C -1.70791 3.98565 -2.54761
C -2.99748 4.02686 -3.05893
C -4.00921 3.31687 -2.43378
C -3.72949 2.58309 -1.29120
C -2.44118 2.55161 -0.77697
S -2.21414 1.56700 0.69214
O -1.88545 0.19235 0.22330
O -3.42788 1.68835 1.44312
O -0.97741 2.05366 1.33003
H 1.58591 4.49092 0.22675
H -0.89418 4.50757 -3.03684
H -3.20619 4.60516 -3.95051
H -5.01762 3.33480 -2.82793
H -4.51390 2.04387 -0.77745
N -0.74722 -4.92356 -1.80738
C -0.22483 -3.78491 -1.23120
C -0.06861 -3.67466 0.14694
C 0.40238 -2.49203 0.67651
N 0.73870 -1.42057 -0.05486
C 0.58647 -1.54207 -1.38658
C 0.12761 -2.68044 -2.00777
H -0.72916 -5.76928 -1.26496
H -0.59193 -5.05584 -2.79140
H -0.32527 -4.49235 0.80781
H 0.53280 -2.38719 1.74519
H 0.84542 -0.65852 -1.95725
H 0.02073 -2.70159 -3.08464
Te 1.54735 0.79084 2.85565
C 2.71458 -0.89567 3.37754
C 4.08278 -0.96646 3.41252
C 4.58745 -2.20217 3.89967
C 3.59877 -3.07317 4.24572
S 2.06067 -2.36505 3.98460
H 4.70960 -0.14937 3.08458
H 5.64093 -2.43114 3.98926
H 3.70545 -4.07147 4.63904

---

# 11
76
Properties=species:S:1:pos:R:3 method="wB97M-V/def2-TZVPD" total_charge=-1 homo_ev=-5.3
C 4.11928 0.16104 1.04640
O 3.74659 0.96319 -0.13008
C 2.60700 0.35749 -0.86429
C 1.33728 1.43326 -0.71334
C 0.66828 1.13475 0.75319
C -0.97093 1.10283 0.77827
S -1.92550 2.42012 -0.16010
O -1.24074 1.37318 2.22954
B -1.37671 0.04376 2.92241
O -0.11911 -0.65136 3.32562
O -1.96915 -0.98792 2.00036
C -1.77557 -0.32216 0.68189
Br -3.66193 0.33215 0.26372
P -1.38282 -1.56422 -0.71401
O -0.62394 -2.96141 -0.00435
O -0.55750 -0.89357 -2.09257
S -3.14114 -2.18654 -1.39156
H 5.09399 0.67002 1.50941
H 4.41583 -0.94757 0.81662
H 3.31071 0.18439 1.90435
H 2.86703 0.18411 -1.99356
H 2.31900 -0.71141 -0.41892
H 0.59584 1.39884 -1.61801
H 1.81728 2.52493 -0.72220
H 0.99084 2.04517 1.45478
H 1.18569 0.18246 1.21658
H -0.99203 3.23158 -0.82647
H -2.00510 0.00223 3.92005
H 0.06082 -1.43263 2.69240
H 0.28259 -3.10325 -0.40684
H 0.44626 -1.03381 -1.96625
C 0.93808 5.97767 -0.28224
Cl 2.64193 5.49049 -0.09802
Cl 0.31210 5.37272 -1.83680
Cl -0.02316 5.29227 1.05222
Cl 0.82139 7.75518 -0.24628
C 4.23806 7.32766 -3.74891
Cl 2.58000 6.86659 -3.28775
Cl 4.17796 8.48786 -5.09975
Cl 5.05446 8.08028 -2.35550
Cl 5.13986 5.87593 -4.25255
C 9.33807 9.15695 -2.90010
Cl 10.16828 9.98126 -4.24387
Cl 8.52141 10.36486 -1.87616
Cl 8.13205 8.02060 -3.55489
Cl 10.53053 8.26100 -1.92554
C -0.56194 -6.54091 -1.10663
Cl -2.31972 -6.64562 -0.83523
Cl 0.01193 -8.04529 -1.86949
Cl -0.20729 -5.16023 -2.17549
Cl 0.26734 -6.31241 0.45367
C -6.26194 -4.78795 -0.63018
Cl -7.92000 -5.24903 -0.16902
Cl -6.32204 -3.62776 -1.98102
Cl -5.44554 -4.03533 0.76323
Cl -5.36014 -6.23969 -1.13383
C 3.58001 -2.91210 3.30821
Cl 2.78180 -3.36272 4.83602
Cl 4.64404 -4.23991 2.77982
Cl 2.34524 -2.60805 2.06024
Cl 4.54890 -1.43766 3.55669
C 6.58000 2.54691 4.30654
Cl 8.08494 2.77043 3.37939
Cl 6.13155 0.82258 4.30433
Cl 6.82913 3.09363 5.98391
Cl 5.27438 3.50108 3.55862
C -10.21999 -3.42581 -2.96161
Cl -11.01820 -3.87644 -1.43380
Cl -9.15596 -4.75362 -3.49000
Cl -11.45476 -3.12176 -4.20958
Cl -9.25110 -1.95137 -2.71313
C -10.45477 -7.93239 1.31628
Cl -12.11283 -8.39347 1.77744
Cl -10.51486 -6.77219 -0.03456
Cl -9.63837 -7.17977 2.70969
Cl -9.55296 -9.38413 0.81263

---

no.,electronic energy (Ha)
1,-958.49192
2,-3796.80862
3,-1540.22675
4,-5743.14725
5,-4170.20048
6,-1487.75002
7,-1526.96283
8,-2280.02343
9,-9185.37806
10,-5592.21515
11,-21334.81315